[1]
Entry from OMol25: 13 unconnected molecules or ions with the total composition C2H30O13 at a distorted geometry (ωB97M-V/def2-TZVPD).

Properties
Total charge = 0
Molar mass = 262.25 g/mol
Strongest force on any atom = 1.5 eV/A
Relative energy (zero: lowest compared OMol25 entry of this formula, charge and spin) = 64.7 kcal/mol
HOMO energy = -10.2077 eV
Orbital gap = 10.3 eV

Atoms and positions in Å:
O1 4.916 -1.308 3.244
H1 4.709 -0.383 3.111
H2 5.372 -1.569 2.443
O2 -0.745 -1.961 -8.522
H3 -0.150 -2.709 -8.478
H4 -0.183 -1.199 -8.382
O3 3.332 -5.911 0.835
H5 3.162 -5.093 1.302
H6 3.031 -5.744 -0.058
O4 -4.807 -5.643 6.017
H7 -5.149 -6.249 6.675
H8 -4.715 -4.811 6.481
O5 4.365 3.543 3.069
H9 3.671 3.976 3.566
H10 4.684 4.216 2.467
O6 0.322 5.744 5.478
H11 0.074 6.528 4.989
H12 -0.425 5.572 6.051
O7 0.858 -3.822 -3.358
H13 1.117 -3.322 -4.132
H14 -0.081 -3.970 -3.472
O8 3.879 -0.715 -6.547
H15 4.342 -0.307 -5.815
H16 4.522 -0.738 -7.255
O9 -8.066 0.052 1.192
H17 -7.149 -0.218 1.145
H18 -8.553 -0.689 0.830
O10 5.513 3.968 -2.118
H19 5.582 4.532 -2.888
H20 4.886 4.415 -1.549
O11 -5.189 -5.452 1.210
H21 -4.545 -4.786 0.968
H22 -5.237 -5.402 2.165
O12 -2.657 7.400 0.753
H23 -2.502 8.344 0.704
H24 -1.963 7.015 0.217
C1 -0.575 1.086 -1.230
C2 -0.557 0.726 0.236
O13 -1.697 -0.033 0.668
H25 -0.865 0.269 -1.891
H26 0.463 1.284 -1.496
H27 -1.117 1.972 -1.563
H28 -0.588 1.607 0.877
H29 0.310 0.116 0.488
H30 -1.596 -0.334 1.574

[2]
Entry from OMol25: 2 unconnected molecules or ions with the total composition C2H6N2O at a distorted geometry (ωB97M-V/def2-TZVPD).

Properties
Total charge = 0
Molar mass = 74.08 g/mol
SMILES string = [H]/N=C/N.C=O
Strongest force on any atom = 1.1 eV/A
Relative energy (zero: lowest compared OMol25 entry of this formula, charge and spin) = 48.3 kcal/mol
HOMO energy = -9.9146 eV
Orbital gap = 10.8 eV

Atoms and positions in Å:
H1 2.558 0.883 0.362
N1 1.621 0.523 0.550
C1 1.618 -0.683 0.155
N2 0.525 -1.534 0.178
H2 2.530 -1.198 -0.162
H3 0.661 -2.378 0.708
H4 -0.357 -1.057 0.256
C2 -2.277 1.359 -0.510
O1 -3.420 1.452 -0.851
H5 -1.474 1.946 -0.997
H6 -1.985 0.686 0.311

[3]
Entry from OMol25: 3 unconnected molecules or ions with the total composition C10H21NO6S at a distorted geometry (ωB97M-V/def2-TZVPD).

Properties
Total charge = 0
Molar mass = 283.35 g/mol
SMILES string = O=C=NOC(=O)OS.CCOCC.CCOCC
Strongest force on any atom = 1.9 eV/A
Relative energy (zero: lowest compared OMol25 entry of this formula, charge and spin) = 0.0 kcal/mol
HOMO energy = -9.6721 eV
Orbital gap = 9.1 eV

Atoms and positions in Å:
O1 -3.073 2.204 1.554
C1 -2.995 3.227 1.030
N1 -3.246 4.277 0.422
O2 -3.906 5.176 1.332
C2 -5.252 4.913 1.393
O3 -5.794 5.040 2.428
O4 -5.835 4.591 0.229
S1 -6.687 3.119 0.256
H1 -6.392 2.559 1.454
C3 0.342 0.548 1.514
C4 -0.908 -0.115 0.958
O5 -0.643 -1.287 0.210
C5 -0.025 -2.345 0.917
C6 -0.855 -2.878 2.072
H2 1.075 0.711 0.723
H3 0.093 1.507 1.969
H4 0.818 -0.068 2.279
H5 -1.397 0.573 0.269
H6 -1.629 -0.324 1.755
H7 0.973 -2.045 1.257
H8 0.122 -3.145 0.190
H9 -0.950 -2.143 2.873
H10 -0.390 -3.770 2.493
H11 -1.862 -3.130 1.736
C7 3.118 -2.933 -1.531
C8 3.147 -1.567 -0.866
O6 4.150 -0.708 -1.375
C9 4.038 -0.377 -2.746
C10 2.757 0.364 -3.092
H12 4.109 -3.389 -1.515
H13 2.416 -3.590 -1.017
H14 2.805 -2.865 -2.575
H15 3.373 -1.696 0.194
H16 2.165 -1.083 -0.920
H17 4.151 -1.273 -3.368
H18 4.892 0.264 -2.966
H19 1.879 -0.274 -2.976
H20 2.786 0.707 -4.126
H21 2.626 1.227 -2.437

[4]
Entry from OMol25: 2 unconnected molecules or ions with the total composition CH5OS (ωB97M-V/def2-TZVPD).

Properties
Total charge = -1
Molar mass = 65.12 g/mol
Strongest force on any atom = 0.8 eV/A
Relative energy (zero: lowest compared OMol25 entry of this formula, charge and spin) = 1.0 kcal/mol
HOMO energy = -2.4092 eV
Orbital gap = 6.8 eV

Atoms and positions in Å:
C1 -0.451 1.195 0.454
S1 -1.521 -0.116 -0.282
H1 -1.026 1.807 1.156
H2 0.382 0.703 0.974
H3 -0.060 1.822 -0.337
H4 0.224 -1.422 -0.866
H5 1.277 -2.273 -0.159
O1 1.176 -1.717 -0.939

[5]
Entry from OMol25: a molecular structure, C6H10O at a distorted geometry (ωB97M-V/def2-TZVPD).

Properties
Total charge = 0
Molar mass = 98.14 g/mol
Strongest force on any atom = 1.4 eV/A
Relative energy (zero: lowest compared OMol25 entry of this formula, charge and spin) = 113.6 kcal/mol
HOMO energy (spin up / spin down) = -7.0175 / -7.0181 eV
Orbital gap (spin up / spin down) = 7.6 / 7.6 eV

Atoms and positions in Å:
C1 -1.897 0.805 -0.676
C2 -0.961 -0.239 -0.223
C3 0.978 0.738 1.073
C4 1.481 0.297 -0.323
C5 0.413 -0.748 -0.627
C6 0.156 -1.643 0.614
O1 -1.245 -1.285 0.563
H1 -2.623 1.068 0.104
H2 -1.319 1.703 -0.943
H3 -2.454 0.496 -1.581
H4 0.434 1.690 1.047
H5 1.754 0.807 1.849
H6 2.488 -0.148 -0.310
H7 1.500 1.109 -1.067
H8 0.422 -1.319 -1.570
H9 0.549 -0.609 1.396
H10 0.322 -2.723 0.673

[6]
Entry from OMol25: 2 unconnected molecules or ions with the total composition C10H5Cl4N2O2 at a distorted geometry (ωB97M-V/def2-TZVPD).

Properties
Total charge = -1
Molar mass = 326.97 g/mol
Strongest force on any atom = 2.9 eV/A
Relative energy (zero: lowest compared OMol25 entry of this formula, charge and spin) = 47.5 kcal/mol
HOMO energy = -4.0877 eV
Orbital gap = 5.3 eV

Atoms and positions in Å:
Cl1 -1.110 1.610 2.733
C1 -0.349 0.374 1.736
C2 -1.053 -0.841 1.668
Cl2 -2.712 -0.941 2.010
C3 -0.440 -2.007 1.081
O1 -1.083 -2.962 0.658
C4 1.097 -1.941 0.875
O2 1.668 -2.818 0.248
C5 1.795 -0.740 1.359
Cl3 3.479 -0.707 1.138
C6 1.111 0.365 1.811
Cl4 1.943 1.750 2.342
C7 0.421 -0.757 -2.266
C8 -0.213 0.435 -1.667
N1 -0.693 1.397 -2.493
C9 -1.196 2.363 -1.692
C10 -1.016 1.988 -0.355
N2 -0.415 0.769 -0.328
H1 1.090 -1.274 -1.574
H2 -0.357 -1.453 -2.616
H3 0.987 -0.425 -3.153
H4 -1.664 3.277 -2.041
H5 -1.290 2.540 0.523